No. 1
ORCA calculation (ωB97M-V with the def2-TZVPD basis set) on a molecular structure, C17H54BaF3O15 at a distorted geometry.

```
90
Properties=species:S:1:pos:R:3:mulliken_charge:R:1
Ba -1.79178 2.01095 -0.08442 1.452
C -5.22916 2.76912 -0.69650 0.104
O -4.52262 1.59033 -0.97093 0.035
O -4.29247 3.46263 0.17359 -0.403
C -5.67078 3.44083 -2.08095 0.674
F -6.66317 2.77287 -2.64568 -0.227
F -6.04124 4.68189 -1.92093 -0.268
F -4.67760 3.58869 -2.92910 -0.224
C -5.33397 0.41535 -1.25897 -0.492
C -4.40321 -0.77814 -1.34742 -1.043
H -3.61149 -0.76363 -0.59837 0.125
H -4.92918 -1.69243 -1.07256 0.488
H -4.05246 -0.94560 -2.36576 0.362
H -5.88538 0.50540 -2.19488 0.351
H -6.03408 0.08243 -0.49274 0.306
H -6.15532 2.60718 -0.14504 0.344
O 1.11177 1.91044 -0.36602 -0.638
C 1.39928 0.58845 -0.73411 -0.146
C 0.52153 -0.66933 -0.13046 0.799
O -0.85270 -0.69363 -0.48941 -0.494
H 2.45393 0.33892 -0.61767 -0.353
H 1.25403 0.58939 -1.81438 -0.007
H 0.63270 -0.68012 0.95381 -0.604
H 0.97808 -1.61721 -0.41537 -0.068
C 2.56578 4.61883 1.56982 -0.432
O 1.71876 4.49870 0.46318 -0.471
H 2.87292 3.61752 1.87171 -0.034
H 3.48523 5.14831 1.32009 0.299
H 2.10926 5.09162 2.43939 0.258
H 1.55341 3.58260 0.22864 0.495
C 4.77751 2.37118 -0.51061 -0.276
O 3.76655 2.71537 -1.46482 -0.564
H 4.51026 1.49208 0.07577 0.027
H 5.74590 2.19622 -0.97935 0.270
H 4.84721 3.24913 0.13161 0.146
H 2.86595 2.47036 -1.24014 0.262
C 4.70259 -1.86659 -0.14127 -0.246
O 5.41139 -1.13272 0.81089 -0.567
H 4.08812 -2.68569 0.23235 0.006
H 4.15442 -1.19085 -0.79776 0.220
H 5.47443 -2.38892 -0.70655 0.329
H 4.85605 -0.99439 1.58165 0.358
C 1.39962 -3.54380 2.40289 -0.546
O 1.47924 -3.33991 3.81153 -0.590
H 0.85467 -2.73952 1.90865 0.079
H 2.39410 -3.65139 1.96985 0.371
H 0.89943 -4.49134 2.20273 0.356
H 0.94331 -2.58310 4.05979 0.339
C 3.10953 0.16911 3.16298 -0.553
O 3.51693 -1.17413 2.93685 -0.578
H 2.71962 0.36418 4.16199 0.465
H 3.93552 0.87190 3.05377 0.332
H 2.30548 0.46033 2.48712 -0.005
H 2.77372 -1.76695 3.07030 0.288
C 2.42406 -4.36928 -1.53508 -0.430
O 3.63770 -5.12842 -1.48664 -0.543
H 1.80077 -4.70637 -2.36332 0.330
H 1.72041 -4.51107 -0.71479 0.160
H 2.68893 -3.31251 -1.56951 0.118
H 4.18943 -4.77807 -2.18981 0.327
C 1.12813 2.70847 -4.08130 -0.592
O 0.63892 3.41072 -2.95210 -0.568
H 1.18546 1.64843 -3.83403 0.224
H 0.56336 2.85441 -5.00209 0.307
H 2.10283 3.10965 -4.35900 0.239
H 0.91168 2.86659 -2.20972 0.451
C -2.36446 -3.71114 0.79453 -0.356
O -1.32808 -3.60962 -0.19064 -0.507
H -3.15974 -3.07299 0.40932 -0.080
H -2.79234 -4.71312 0.82674 0.380
H -2.04761 -3.38573 1.78540 0.179
H -1.01111 -2.71259 -0.31892 0.024
C -4.35226 -0.13312 2.30353 -0.928
O -3.14160 0.18643 1.63379 -0.016
H -4.12684 -0.14395 3.36991 0.332
H -5.20713 0.52515 2.14866 0.267
H -4.65528 -1.14036 2.01762 0.328
H -2.58121 -0.58785 1.72351 0.133
C -1.24718 -2.87592 -3.19896 -0.247
O -1.58598 -1.56086 -3.27545 -0.604
H -0.31223 -2.80055 -2.64372 0.019
H -2.06166 -3.42259 -2.72370 0.162
H -1.04832 -3.33513 -4.16730 0.300
H -1.41501 -1.21987 -2.39449 0.369
C -0.24128 2.18359 3.07421 -0.314
O -1.14655 3.06202 2.45062 -0.465
H -0.29855 1.16664 2.68609 0.117
H 0.74894 2.63224 2.99502 0.081
H -0.45832 2.13389 4.14123 0.471
H -1.19911 3.86030 2.98126 0.220
```

As for the total charge: 0. The value obtained for the HOMO-LUMO gap (spin up / spin down) is 7.09 / 2.99 eV. Its expectation value of S² is 0.7545. The value obtained for the lowest unoccupied orbital energy (spin up / spin down) is -0.026 / -0.175 hartree. Its HOMO energy (spin up / spin down) is -7.79 / -7.75 eV. Its spin multiplicity is 2.

***

No. 2
ORCA calculation (ωB97M-V with the def2-TZVPD basis set) on a molecular structure, C48H43Cl5N7O3SSiY.

```
109
Properties=species:S:1:pos:R:3:mulliken_charge:R:1
Y 1.07540 -0.09018 -0.32223 -1.285
Cl 3.76049 -6.72239 -2.09133 -0.247
C 3.06463 -5.36411 -1.25358 0.352
C 3.54122 -4.08840 -1.50341 -0.918
C 2.96406 -3.04593 -0.81337 1.079
Cl 3.50464 -1.40195 -1.10771 -0.179
C 1.91921 -3.16659 0.12146 -1.305
O 1.42198 -2.14085 0.72018 0.487
C 1.48446 -4.49322 0.31995 0.763
Cl 0.18429 -4.75318 1.44177 -0.227
C 2.03739 -5.57014 -0.34682 -0.752
H 4.33217 -3.91681 -2.21940 0.497
H 1.66320 -6.56723 -0.16240 0.465
C 5.76425 1.02357 3.68997 -0.975
N 4.54227 1.73713 3.38446 0.269
C 3.63501 2.21179 4.31510 -0.884
C 2.68672 2.88293 3.64266 -0.539
N 3.01187 2.80875 2.29305 0.863
C 4.18290 2.11082 2.12493 -0.092
S 5.02842 1.80757 0.72480 -0.315
C 2.30546 3.51990 1.28641 -0.227
C 2.05987 4.86636 1.51438 -0.799
C 1.35917 5.57868 0.55702 -0.811
C 0.96485 4.92128 -0.59371 -1.210
C 1.27172 3.57624 -0.73079 -0.609
N 1.91445 2.86316 0.20260 0.903
H 5.65010 0.53638 4.65601 0.363
H 6.61364 1.70657 3.71338 0.291
H 5.94330 0.28210 2.91489 0.381
H 3.73712 2.00973 5.36615 0.507
H 1.79204 3.37254 3.98189 0.615
H 2.43701 5.33922 2.41041 0.605
H 1.14728 6.62982 0.70318 0.428
H 0.42712 5.42799 -1.38282 0.564
H 0.97461 3.01142 -1.60719 0.473
C 3.26198 -1.75473 3.47991 -1.328
C 2.19603 -1.83030 4.36212 -1.100
C 1.10894 -0.99772 4.17072 -0.567
C 1.11959 -0.12802 3.08685 0.527
N 2.11186 -0.09988 2.19764 1.180
C 3.16290 -0.89481 2.40256 -0.853
C 0.04165 0.87335 2.87766 0.282
C -0.62418 1.42785 3.96552 -0.653
C -1.51752 2.46168 3.75758 -1.188
C -1.70825 2.92284 2.46607 -1.287
C -1.02431 2.30176 1.43673 -0.805
N -0.17465 1.28698 1.62373 2.465
H 4.13649 -2.38026 3.59283 0.609
H 2.20764 -2.53310 5.18496 0.463
H 0.25417 -1.03961 4.83075 0.603
H 3.95034 -0.83589 1.66062 0.464
H -0.41021 1.07345 4.96367 0.475
H -2.04452 2.90840 4.59055 0.493
H -2.38354 3.73720 2.24542 0.528
H -1.16535 2.63517 0.41721 0.308
C 2.00171 2.37983 -4.79869 -1.496
Si 2.06834 1.01668 -3.49228 0.340
C 3.61985 1.43618 -2.50616 -0.199
C 2.23165 -0.62089 -4.39247 -0.852
N 0.77289 1.01728 -2.33931 1.208
C -0.55474 1.19475 -2.71883 0.696
C -0.99790 1.37910 -4.04298 -0.787
C -2.32824 1.63719 -4.33356 -0.979
C -3.28967 1.71022 -3.33448 -0.999
C -2.89069 1.49141 -2.02419 -0.135
C -1.56071 1.23717 -1.73744 0.888
H 3.02887 2.63300 -5.07650 0.430
H 1.53193 3.28792 -4.41096 0.392
H 1.47714 2.09660 -5.71159 0.424
H 4.50557 0.92504 -2.89145 0.510
H 3.57793 1.24798 -1.43042 -0.745
H 3.80351 2.51165 -2.58788 0.279
H 1.50608 -0.67663 -5.20849 0.294
H 2.03742 -1.46270 -3.72607 0.038
H 3.22782 -0.73739 -4.82785 0.376
H -0.29424 1.30592 -4.85939 0.197
H -2.61940 1.77301 -5.36878 0.438
H -4.32751 1.89674 -3.57564 0.383
H -3.61916 1.48541 -1.22063 0.390
H -1.30011 1.01562 -0.71108 -0.505
Cl -3.50971 0.00381 2.32059 0.047
C -4.79032 -1.16929 2.19082 0.405
C -5.76279 -1.19204 3.17196 -0.716
C -6.80892 -2.09487 3.07602 -0.515
C -6.84512 -2.98252 2.01420 -0.571
C -5.84691 -2.96620 1.05522 0.923
Cl -5.87115 -4.19680 -0.16487 -0.213
C -4.79532 -2.03824 1.08946 -0.757
N -3.78374 -2.00941 0.14978 1.014
C -4.00643 -1.87323 -1.23561 0.235
C -5.18021 -1.31203 -1.72948 -0.079
C -5.36084 -1.15278 -3.09266 -0.810
C -4.36041 -1.52994 -3.97575 -0.849
C -3.19211 -2.08819 -3.48105 -0.410
C -3.00446 -2.28469 -2.11883 0.151
C -1.74391 -2.93601 -1.60374 -1.695
C -0.75820 -1.90456 -1.12127 2.076
O -1.04455 -1.18607 -0.11173 -0.898
O 0.32857 -1.72809 -1.73192 -0.600
H -5.69975 -0.49188 3.99328 0.431
H -7.58248 -2.11589 3.83084 0.365
H -7.63113 -3.72010 1.93132 0.435
H -2.88421 -1.64718 0.45481 -0.505
H -5.94977 -0.99577 -1.03541 0.555
H -6.28004 -0.71710 -3.46356 0.424
H -4.48696 -1.39055 -5.04117 0.414
H -2.40477 -2.38829 -4.16288 0.422
H -1.26961 -3.52453 -2.38628 0.669
H -1.98448 -3.58597 -0.75793 0.320
```

As for the total charge: 0. The value obtained for the HOMO-LUMO gap is 6.37 eV. The value obtained for the lowest unoccupied orbital energy is -0.019 hartree. Its HOMO energy is -6.88 eV.

***

no.,calculated total energy (eV)
1,-58055.7163
2,-149424.4616